## P
Below is an isolated molecule of C8H11NO, with properties calculated with wB97M-V/def2-TZVPD.

```
21
Properties=species:S:1:pos:R:3
H 1.497 1.664 -0.419
H -1.742 -2.466 1.963
C -0.289 0.732 1.857
H 0.010 0.115 2.715
C -0.291 -0.095 0.570
H 1.173 -1.391 -0.470
H 2.437 0.353 -4.343
H -2.782 -0.561 -0.095
O -0.787 -2.212 1.549
H -1.288 1.145 2.054
H -0.972 1.742 -0.575
C -0.484 0.768 -0.702
C -1.205 -1.283 0.696
C 1.140 -0.440 0.077
H -0.978 0.213 -1.511
N -2.478 -1.318 0.513
H 1.941 -0.426 0.827
C 2.030 0.491 -3.357
C 1.057 0.772 -0.888
H 0.418 1.569 1.772
C 1.594 0.629 -2.234
```

## Properties
Structure (SMILES) ... [H]/N=C(/O)[C@]1(C)C[C@H](C#C)C1
HOMO ... -9.87 eV

Here are the natural (NBO) charges for atoms 1 to 6, given in e: H 0.2316; H 0.5086; C -0.5930; H 0.2273; C -0.1321; H 0.2239

=====

## Q
Below is an isolated molecule of C8H11NO, with properties calculated with wB97M-V/def2-TZVPD.

```
21
Properties=species:S:1:pos:R:3
C 2.986 0.317 -0.505
H 2.788 -0.132 -1.604
O 1.492 -1.983 0.452
C -2.879 -1.026 -0.280
H 1.845 0.688 1.341
C 1.669 0.422 0.275
H 3.643 -0.506 -0.027
H 0.481 1.414 -1.319
N -0.449 -1.014 0.026
C 0.606 1.318 -0.228
C 0.968 -0.893 0.220
C -1.656 -0.245 0.045
H -3.361 -1.744 0.358
H -3.709 -0.219 -0.465
H 3.623 1.337 -0.463
H -2.585 1.586 0.394
H -2.846 -1.442 -1.245
C -0.285 1.524 0.695
H -0.536 -2.047 0.202
C -1.654 1.088 0.386
H -0.141 1.556 1.741
```

## Properties
Structure (SMILES) ... CC1=CC=C[C@H](C)C(=O)N1
HOMO ... -8.48 eV

Here are the natural (NBO) charges for atoms 1 to 6, given in e: C -0.6163; H 0.2182; O -0.6018; C -0.6588; H 0.2533; C -0.3769

=====

The data favor P; the next most stable structure lies 0.0111 hartree above it.